This record from OMol25 describes a 2-piece molecular cluster, C2HClFO2 overall. The level of theory is ωB97M-V/def2-TZVPD.

Calculated total energy   -21424.7293 eV
Frontier orbital gap   6.37 eV
Total charge   -1
LUMO   0.13220 Ha
HOMO   -2.7722 eV

CARTESIAN COORDINATES (ANGSTROEM)
C  1.016  -1.267  1.285
C  -1.008  1.166  -1.519
O  2.038  -1.652  0.833
O  0.097  -1.132  1.941
F  -0.416  2.282  -0.905
Cl  0.169  -0.282  -0.973
H  -1.896  0.886  -0.662

Cartesian forces, eV/Å:
C 3.17 -1.85 -1.54
C -2.32 -0.68 1.81
O -0.86 0.81 0.36
O -2.22 0.86 1.54
F 0.21 0.31 0.10
Cl 0.23 -0.08 -0.38
H 1.79 0.63 -1.90

natural (NBO) population analysis, charges in e, atoms 1 to 4: number 1, C, carries 1.036; number 2, C, carries -0.156; number 3, O, carries -0.573; number 4, O, carries -0.532